[1]
DFT (the ωB97M-V functional and the def2-TZVPD basis) results for a structure of composition C24H30FHgN2SSb2.

Each line ends with the Löwdin spin population.
Cartesian coordinates (Å):
1 Hg -1.229 0.765 -0.332  0.3639
2 C -1.131 -4.718 -1.569  0.0101
3 Sb -0.819 -2.886 -0.474  0.0461
4 C -2.912 -2.668 -0.023  0.0169
5 C -0.417 -3.887 1.428  0.0042
6 C 0.973 -4.469 1.464  0.0005
7 C 1.227 -5.658 0.772  0.0002
8 C 2.496 -6.212 0.700  0.0002
9 C 3.555 -5.570 1.329  0.0002
10 C 3.316 -4.404 2.040  0.0001
11 C 2.039 -3.842 2.138  0.0001
12 C 1.855 -2.609 2.976  0.0013
13 Sb 1.656 -0.774 1.814  0.0035
14 C 3.680 -0.860 1.084  -0.0008
15 C 2.135 0.471 3.500  -0.0005
16 H -1.723 -5.412 -0.969  0.0010
17 H -0.177 -5.177 -1.829  0.0001
18 H -1.672 -4.487 -2.489  0.0002
19 H -3.348 -3.650 0.170  0.0003
20 H -3.431 -2.196 -0.858  0.0041
21 H -3.033 -2.036 0.859  0.0052
22 H -1.183 -4.661 1.513  0.0002
23 H -0.590 -3.149 2.212  0.0002
24 H 0.398 -6.158 0.279  0.0001
25 H 2.655 -7.138 0.162  0.0000
26 H 4.554 -5.987 1.288  0.0000
27 H 4.137 -3.919 2.560  0.0000
28 H 2.715 -2.460 3.631  0.0000
29 H 0.962 -2.670 3.602  0.0000
30 H 4.368 -0.826 1.932  -0.0001
31 H 3.882 -0.018 0.417  0.0000
32 H 3.828 -1.793 0.535  0.0000
33 H 3.032 0.086 3.987  -0.0001
34 H 1.305 0.469 4.212  0.0001
35 H 2.306 1.497 3.170  -0.0002
36 F 2.110 5.938 1.537  -0.0034
37 C 1.543 4.750 1.244  -0.0118
38 C 2.025 4.038 0.164  0.0197
39 C 1.431 2.816 -0.147  0.0427
40 C 0.396 2.369 0.644  0.4160
41 C -0.089 3.077 1.722  0.0403
42 C 0.506 4.298 2.036  0.0183
43 H 2.846 4.437 -0.420  0.0030
44 H 1.802 2.230 -0.978  0.0049
45 H -0.904 2.701 2.331  0.0042
46 H 0.170 4.894 2.875  0.0031
47 N 5.631 -0.426 -4.876  0.0000
48 C 4.577 0.385 -5.040  0.0000
49 S 4.523 1.483 -6.270  0.0000
50 C 3.467 0.215 -4.033  0.0000
51 C 3.482 -0.783 -3.062  0.0001
52 C 2.427 -0.880 -2.168  0.0003
53 N 1.389 -0.052 -2.170  0.0013
54 C 1.374 0.901 -3.105  0.0019
55 C 2.373 1.067 -4.049  0.0002
56 H 6.394 -0.337 -5.525  0.0000
57 H 5.710 -1.081 -4.122  0.0000
58 H 4.285 -1.504 -2.979  0.0000
59 H 2.417 -1.665 -1.417  0.0002
60 H 0.520 1.572 -3.091  0.0020
61 H 2.311 1.847 -4.795  0.0000

Atoms 1-2, force components in eV/Å:
Hg 0.58 0.25 0.26
C 0.01 0.01 -0.06

Lowest unoccupied orbital energy (spin up / spin down), eV: -0.6 / -1.1
<S²>: 0.770
Frontier orbital gap (spin up / spin down), Eh: 0.2459 / 0.2492
E_tot, Ha: -2173.8944
Multiplicity: 2
Relative energy (zero: lowest compared OMol25 entry of this formula, charge and spin), kJ/mol: 47.7

***

[2]
DFT (the ωB97M-V functional and the def2-TZVPD basis) results for a structure of composition C24H30FeN3S5.

Each line ends with the Löwdin spin population.
Cartesian coordinates (Å):
1 Fe 0.930 -0.542 -0.634  2.1074
2 C -2.903 -1.254 1.315  0.0061
3 C -3.011 0.244 1.043  0.0293
4 S -1.374 1.041 1.196  0.0593
5 C 0.182 3.573 2.721  0.0449
6 C 0.781 2.372 3.465  0.0053
7 S 1.658 1.234 2.354  0.0081
8 C 1.451 -0.245 3.366  0.0008
9 C 2.258 -1.397 2.802  0.0004
10 S 1.815 -1.947 1.127  0.0003
11 C 0.666 -3.311 1.478  0.0003
12 C -0.756 -2.927 1.839  0.0002
13 S -1.562 -2.126 0.433  0.0237
14 H -3.838 -1.726 1.022  0.0013
15 H -2.751 -1.444 2.377  0.0001
16 H -3.658 0.711 1.789  0.0027
17 H -3.383 0.473 0.048  0.0023
18 H 0.409 4.479 3.283  0.0019
19 H 0.642 3.693 1.737  0.0000
20 H -0.005 1.795 3.956  0.0009
21 H 1.487 2.695 4.227  0.0010
22 H 0.387 -0.492 3.422  0.0000
23 H 1.811 -0.011 4.370  0.0003
24 H 2.183 -2.279 3.438  0.0001
25 H 3.308 -1.111 2.743  0.0000
26 H 1.113 -3.876 2.295  0.0000
27 H 0.683 -3.934 0.584  0.0001
28 H -0.771 -2.250 2.694  0.0000
29 H -1.311 -3.828 2.099  0.0007
30 S -2.509 2.534 -1.342  0.0821
31 C -2.233 3.398 0.174  0.0437
32 C -2.500 4.785 0.196  0.3278
33 C -2.375 5.506 1.407  0.0174
34 C -1.899 4.909 2.522  0.2269
35 C -1.371 3.506 2.536  0.0619
36 C -1.801 2.753 1.299  0.2170
37 N -0.630 0.846 -0.204  0.1345
38 C -1.117 1.461 -1.351  0.3619
39 C -0.385 1.203 -2.540  0.0111
40 C -0.631 1.788 -3.798  0.0875
41 C 0.240 1.555 -4.846  -0.0013
42 C 1.361 0.748 -4.670  0.1020
43 C 1.567 0.116 -3.441  -0.0124
44 C 0.700 0.316 -2.368  -0.0112
45 H -2.831 5.276 -0.710  0.0167
46 H -2.669 6.548 1.433  -0.0049
47 H -1.810 5.463 3.450  0.0111
48 H -1.763 3.001 3.429  0.0216
49 H -1.492 2.433 -3.938  0.0054
50 H 0.055 2.013 -5.811  -0.0027
51 H 2.061 0.603 -5.484  0.0059
52 H 2.428 -0.538 -3.331  -0.0036
53 C 3.344 -4.680 -2.768  0.0001
54 N 2.050 -4.067 -3.104  -0.0001
55 C 1.176 -4.679 -4.118  0.0004
56 C 1.569 -3.130 -2.321  0.0051
57 N 1.143 -2.274 -1.674  -0.0014
58 H 3.514 -5.500 -3.458  0.0000
59 H 3.347 -5.070 -1.751  0.0000
60 H 4.150 -3.957 -2.875  0.0000
61 H 1.756 -4.872 -5.016  0.0000
62 H 0.372 -3.990 -4.363  0.0000
63 H 0.747 -5.613 -3.754  0.0000

Atoms 1-2, force components in eV/Å:
Fe -1.28 0.22 -0.40
C -0.01 -0.06 -0.10

Lowest unoccupied orbital energy (spin up / spin down), eV: -2.0 / -3.5
<S²>: 6.116
Net charge: +1
Frontier orbital gap (spin up / spin down), Eh: 0.2184 / 0.2512
E_tot, Ha: -4351.0728
Multiplicity: 5
Relative energy (zero: lowest compared OMol25 entry of this formula, charge and spin), kJ/mol: 513.4

***

[3]
DFT (the ωB97M-V functional and the def2-TZVPD basis) results for a structure of composition C24H30N2O2S4Sn.

Each line ends with the Löwdin charge.
Cartesian coordinates (Å):
1 Sn 0.174 0.746 0.197  1.2448
2 O 0.465 2.076 -1.510  -0.2481
3 C 1.630 2.487 -1.909  -0.3837
4 C 1.922 2.525 -3.297  -0.0209
5 C 3.142 2.947 -3.767  -0.0869
6 C 4.149 3.382 -2.894  -0.1084
7 C 3.884 3.384 -1.547  -0.0621
8 C 2.657 2.936 -1.027  -0.1514
9 C 2.471 3.053 0.401  -0.0964
10 N 1.527 2.541 1.093  -0.0661
11 C 1.464 2.835 2.521  -0.1947
12 C 0.866 1.636 3.255  -0.2097
13 N -0.329 1.266 2.533  -0.0783
14 C -1.479 1.331 3.066  -0.0925
15 C -2.712 1.135 2.334  -0.1832
16 C -3.877 0.856 3.056  -0.0570
17 C -5.092 0.689 2.430  -0.1021
18 C -5.147 0.838 1.042  -0.0864
19 C -4.020 1.137 0.309  -0.0223
20 C -2.760 1.288 0.925  -0.3797
21 O -1.726 1.617 0.189  -0.2600
22 H 1.139 2.206 -3.973  0.1124
23 H 3.323 2.951 -4.836  0.1019
24 H 5.102 3.723 -3.273  0.0942
25 H 4.635 3.743 -0.850  0.1069
26 H 3.229 3.657 0.914  0.1293
27 H 0.806 3.695 2.670  0.1274
28 H 2.451 3.085 2.922  0.1166
29 H 0.664 1.888 4.302  0.1172
30 H 1.569 0.797 3.225  0.1151
31 H -1.568 1.563 4.135  0.1348
32 H -3.805 0.766 4.136  0.1101
33 H -5.983 0.463 2.998  0.0951
34 H -6.095 0.723 0.529  0.1030
35 H -4.064 1.263 -0.765  0.1132
36 C -0.722 -3.504 1.940  -0.5404
37 C 0.572 -3.792 1.190  -0.5495
38 S 1.800 -2.484 1.475  0.8062
39 C 2.965 -2.731 0.105  -0.5500
40 C 2.676 -1.981 -1.197  -0.5364
41 S 1.199 -2.641 -1.999  0.8727
42 C 0.656 -1.326 -3.114  -0.5276
43 C -0.842 -1.464 -3.381  -0.5373
44 S -1.921 -1.134 -1.965  0.8510
45 C -2.158 -2.778 -1.238  -0.5351
46 C -2.747 -2.656 0.162  -0.5249
47 S -1.657 -2.024 1.468  0.8396
48 H -0.513 -3.381 3.005  0.0666
49 H -1.390 -4.363 1.850  0.0783
50 H 0.380 -3.875 0.124  0.0118
51 H 0.979 -4.740 1.549  0.0788
52 H 3.069 -3.803 -0.076  0.0765
53 H 3.925 -2.387 0.493  0.0688
54 H 3.541 -2.084 -1.856  0.0783
55 H 2.514 -0.921 -0.995  0.0350
56 H 1.198 -1.383 -4.060  0.0795
57 H 0.862 -0.358 -2.653  0.0393
58 H -1.085 -2.446 -3.793  0.0781
59 H -1.127 -0.728 -4.134  0.0734
60 H -1.208 -3.305 -1.210  0.0156
61 H -2.853 -3.341 -1.866  0.0804
62 H -3.128 -3.629 0.482  0.0779
63 H -3.595 -1.968 0.159  0.0610

Atoms 1-2, force components in eV/Å:
Sn -0.13 0.20 -0.13
O 0.07 -0.04 0.01

Lowest unoccupied orbital energy, eV: 0.4
Frontier orbital gap, Eh: 0.2758
E_tot, Ha: -2999.6199
Relative energy (zero: lowest compared OMol25 entry of this formula, charge and spin), kJ/mol: 0.0